1.
This record from the Open Molecules 2025 dataset describes C22H67N5O11Zr as an isolated structure in a non-equilibrium geometry. The level of theory is ωB97M-V with the def2-TZVPD basis set.

The calculation puts the largest force on an atom at 8.95 eV/Å. The calculated total energy is -2026.1465 Ha. As for the HOMO energy: -12.32 eV. The charge is +2. For the HOMO-LUMO gap, the calculation gives 3.55 eV.

CARTESIAN COORDINATES (ANGSTROEM)
Zr  2.475  8.004  -25.180
O  1.630  8.054  -27.288
C  0.184  8.221  -27.366
C  -0.484  8.415  -25.943
O  0.297  8.086  -24.765
H  -0.285  7.386  -27.887
H  -0.058  9.097  -27.967
H  -1.479  7.976  -25.878
H  -0.597  9.500  -25.928
C  2.414  13.191  -26.988
C  1.575  12.492  -28.089
C  1.641  13.256  -29.430
O  0.846  14.487  -29.338
C  0.811  15.237  -30.536
N  2.081  11.120  -28.217
H  3.375  13.378  -27.467
H  2.414  12.692  -26.019
H  2.067  14.202  -26.776
H  0.555  12.391  -27.718
H  1.283  12.699  -30.296
H  2.638  13.684  -29.531
H  0.544  16.268  -30.304
H  0.058  14.812  -31.199
H  1.792  15.336  -31.001
H  2.859  11.084  -28.860
H  1.338  10.642  -28.707
C  0.404  4.021  -29.124
C  1.673  3.138  -29.328
C  2.365  2.868  -27.990
O  2.856  4.039  -27.436
C  4.025  4.530  -27.986
N  1.406  1.925  -30.030
H  -0.242  3.930  -29.997
H  0.700  5.055  -28.946
H  -0.196  3.770  -28.250
H  2.391  3.697  -29.927
H  3.022  2.002  -28.072
H  1.549  2.525  -27.354
H  4.063  5.598  -27.768
H  4.068  4.545  -29.075
H  4.871  3.916  -27.677
H  2.168  1.281  -29.875
H  0.668  1.387  -29.600
C  -6.831  8.222  -31.244
C  -6.225  8.061  -29.823
C  -4.735  8.166  -29.700
O  -4.097  7.186  -30.406
C  -2.697  6.968  -30.247
N  -6.909  9.181  -29.212
H  -6.416  7.421  -31.857
H  -6.412  9.056  -31.807
H  -7.915  8.132  -31.312
H  -6.554  7.206  -29.232
H  -4.551  8.032  -28.634
H  -4.293  9.133  -29.942
H  -2.303  6.187  -30.896
H  -2.456  6.869  -29.188
H  -2.178  7.853  -30.615
H  -7.848  8.857  -29.031
H  -6.569  9.301  -28.269
C  -3.663  6.975  -23.385
C  -2.592  7.024  -22.347
C  -3.031  6.438  -21.081
O  -3.972  7.167  -20.389
C  -4.824  6.452  -19.443
N  -1.383  6.393  -22.881
H  -3.369  7.359  -24.362
H  -4.534  7.517  -23.018
H  -3.929  5.938  -23.589
H  -2.514  8.083  -22.102
H  -2.122  6.283  -20.499
H  -3.384  5.432  -21.309
H  -5.371  5.587  -19.818
H  -5.654  7.009  -19.008
H  -4.288  6.125  -18.552
H  -0.953  7.147  -23.398
H  -0.697  6.269  -22.150
C  -1.791  10.408  -20.849
C  -0.879  10.722  -22.074
C  -1.262  11.941  -23.032
O  -2.594  11.820  -23.488
C  -2.736  10.912  -24.586
N  0.528  10.776  -21.527
H  -2.857  10.447  -21.072
H  -1.515  11.109  -20.062
H  -1.662  9.388  -20.486
H  -0.782  9.844  -22.712
H  -0.583  11.965  -23.885
H  -1.039  12.882  -22.529
H  -2.493  9.875  -24.356
H  -2.216  11.127  -25.520
H  -3.796  10.907  -24.839
H  0.770  9.999  -20.930
H  0.632  11.536  -20.870
O  1.951  5.796  -25.434
H  2.312  5.189  -26.081
H  1.208  5.327  -25.055
O  3.102  10.018  -25.947
H  3.825  10.613  -25.750
H  2.766  10.320  -26.791
O  2.046  6.411  -30.503
H  1.859  6.842  -29.670
H  1.463  6.838  -31.131
O  2.090  9.855  -23.666
H  2.724  10.459  -23.278
H  1.315  9.932  -23.111

Atomic partial charges in e from the Mulliken method, atoms 1 to 6: Zr 1.462; O -0.496; C 0.348; C 0.107; O -0.275; H -0.016

---

2.
This record from the Open Molecules 2025 dataset describes C22H68Co2O16P as an isolated structure in a non-equilibrium geometry. The level of theory is ωB97M-V with the def2-TZVPD basis set.

The calculation puts the largest force on an atom at 3.05 eV/Å. The calculated total energy is -5189.6597 Ha. As for the HOMO energy (spin up / spin down): -11.36 / -11.36 eV. The charge is +1. As for the expectation value of S²: 12.010. As for the spin multiplicity: 7. For the HOMO-LUMO gap (spin up / spin down), the calculation gives 9.29 / 9.08 eV.

CARTESIAN COORDINATES (ANGSTROEM)
Co  2.362  -0.040  -0.609
Co  -2.734  0.023  0.285
P  -0.157  -0.099  -0.052
O  -1.118  1.127  -0.030
O  1.061  -0.024  0.853
O  0.581  -0.301  -1.377
O  -1.199  -1.158  0.284
C  -5.026  -2.785  2.516
C  -3.944  -2.516  1.517
C  -3.747  -3.666  0.488
O  -4.271  -1.322  0.862
H  -5.221  -1.902  3.125
H  -4.683  -3.524  3.240
H  -5.934  -3.164  2.046
H  -3.009  -2.213  1.988
H  -3.354  -4.548  0.992
H  -3.072  -3.435  -0.337
H  -4.727  -3.994  0.141
H  -5.019  -1.563  0.311
C  3.486  -4.195  -0.519
C  3.842  -2.968  -1.404
C  3.793  -3.220  -2.859
O  2.787  -2.095  -1.136
H  4.197  -4.997  -0.720
H  2.517  -4.587  -0.827
H  3.541  -3.916  0.533
H  4.757  -2.475  -1.076
H  4.520  -3.995  -3.104
H  4.093  -2.313  -3.383
H  2.807  -3.419  -3.277
H  2.084  -2.620  -1.526
C  0.236  2.076  4.934
C  0.410  1.841  3.472
C  1.650  2.616  2.925
O  0.652  0.493  3.336
H  -0.720  1.672  5.266
H  0.266  3.139  5.171
H  0.990  1.594  5.556
H  -0.469  2.170  2.918
H  1.568  2.455  1.850
H  2.620  2.332  3.333
H  1.624  3.687  3.124
H  0.743  0.410  2.384
C  -5.237  2.863  -1.315
C  -4.072  2.764  -0.331
O  -4.081  1.550  0.387
H  -5.212  3.856  -1.763
H  -6.192  2.667  -0.827
H  -5.017  2.118  -2.080
H  -4.119  3.492  0.479
H  -3.090  2.681  -0.796
H  -4.805  1.567  1.017
C  -2.637  1.679  -4.473
C  -1.403  1.519  -3.595
O  -1.341  0.212  -3.091
H  -3.516  1.667  -3.828
H  -2.839  0.828  -5.123
H  -2.768  2.570  -5.087
H  -1.367  2.272  -2.808
H  -0.495  1.664  -4.181
H  -0.605  0.196  -2.475
C  4.095  -0.565  2.953
C  4.461  0.313  1.728
O  4.312  -0.301  0.435
H  4.852  -1.350  2.936
H  3.128  -0.996  2.695
H  4.163  -0.075  3.924
H  5.444  0.717  1.971
H  3.745  1.131  1.792
H  5.095  -0.837  0.288
C  2.172  1.706  -3.898
C  2.748  0.320  -3.605
O  3.456  0.363  -2.370
H  1.284  1.929  -3.306
H  1.799  1.732  -4.922
H  2.841  2.560  -3.790
H  3.338  -0.049  -4.444
H  1.919  -0.384  -3.534
H  4.308  0.707  -2.646
C  -0.665  4.407  0.173
O  -0.101  3.388  -0.638
H  -1.670  4.682  -0.148
H  -0.640  4.059  1.205
H  -0.185  5.384  0.118
H  -0.529  2.544  -0.481
C  3.379  2.955  -0.612
O  2.262  2.138  -0.635
H  3.653  3.192  -1.640
H  3.168  3.857  -0.038
H  4.215  2.533  -0.055
H  1.494  2.711  -0.697
C  -0.544  -3.281  -2.333
O  0.508  -2.423  -2.787
H  -0.338  -3.721  -1.358
H  -1.474  -2.721  -2.236
H  -0.739  -4.132  -2.985
H  0.489  -1.548  -2.392
C  -3.216  0.418  3.503
O  -2.390  0.536  2.380
H  -3.066  -0.577  3.922
H  -3.019  1.144  4.292
H  -4.244  0.579  3.177
H  -1.486  0.575  2.701
C  0.632  -3.124  1.876
O  -0.616  -3.488  1.328
H  0.566  -2.128  2.313
H  0.940  -3.881  2.597
H  1.384  -3.021  1.095
H  -0.916  -2.727  0.826

Atomic partial charges in e from the Mulliken method, atoms 1 to 6: Co 0.862; Co 0.659; P 2.126; O -0.128; O -1.174; O 1.040